(1)
{
  "formula": "C3H3I2N",
  "method": "wB97M-V/def2-TZVPD",
  "gap_ev": 7.55,
  "smiles": "C=CC#N.II",
  "homo_ha": -0.358,
  "e_above_lowest_kcal_mol": 8.7,
  "max_force_ev_per_a": 3.0,
  "multiplicity": 1,
  "e_lumo_ha": -0.081,
  "symbols": ["C", "C", "C", "N", "I", "I", "H", "H", "H"],
  "coordinates": [[0.990, -1.134, -1.927], [0.087, 1.073, -1.473], [0.636, -0.085, -1.040], [1.457, -1.815, -2.740], [-3.393, 2.261, 0.517], [-3.777, -0.287, -0.366], [0.083, 1.867, -0.699], [-0.582, 1.224, -2.302], [1.076, -0.323, -0.005]]
}



(2)
{
  "formula": "C3H3I3O",
  "method": "wB97M-V/def2-TZVPD",
  "gap_ev": 8.69,
  "homo_ha": -0.350,
  "e_above_lowest_kcal_mol": 0.0,
  "max_force_ev_per_a": 2.1,
  "multiplicity": 1,
  "e_lumo_ha": -0.030,
  "symbols": ["C", "C", "C", "O", "I", "I", "I", "H", "H", "H"],
  "coordinates": [[0.333, -0.036, -1.350], [-0.695, -0.180, 0.835], [0.571, 0.117, 0.105], [0.769, 0.731, -2.156], [-2.306, 1.338, 0.466], [1.824, -1.627, 0.524], [1.513, 2.063, 0.495], [-0.282, -0.957, -1.477], [-0.547, -0.244, 1.861], [-1.179, -1.205, 0.698]]
}



(3)
{
  "formula": "C3H3I3O",
  "method": "wB97M-V/def2-TZVPD",
  "s_squared": 2.03,
  "gap_ev": [5.58, 6.68],
  "homo_ha": [-0.212, -0.322],
  "e_above_lowest_kcal_mol": 61.9,
  "max_force_ev_per_a": 5.4,
  "multiplicity": 3,
  "e_lumo_ha": [-0.007, -0.076],
  "symbols": ["C", "C", "C", "O", "I", "I", "I", "H", "H", "H"],
  "coordinates": [[-0.158, -0.589, -2.453], [0.156, 0.272, -1.517], [-0.384, 0.604, 1.322], [0.261, 1.595, 1.337], [1.049, -1.163, -4.057], [1.996, 1.359, -1.277], [0.257, -1.378, 1.643], [-1.001, -1.221, -2.272], [-1.372, 0.505, 1.291], [1.325, 1.733, -0.011]]
}



(4)
{
  "formula": "C3H3IN2O",
  "method": "wB97M-V/def2-TZVPD",
  "gap_ev": [7.22, 7.21],
  "homo_ha": [-0.357, -0.357],
  "e_above_lowest_kcal_mol": 109.0,
  "max_force_ev_per_a": 4.3,
  "multiplicity": 1,
  "e_lumo_ha": [-0.092, -0.092],
  "symbols": ["C", "C", "C", "N", "N", "O", "I", "H", "H", "H"],
  "coordinates": [[0.229, 0.550, 0.548], [1.324, 0.625, -0.393], [-0.956, 0.161, -0.307], [0.787, 0.296, -1.579], [-0.511, -0.119, -1.516], [-0.198, -1.406, 1.176], [-2.919, 0.279, 0.078], [0.339, 0.802, 1.513], [2.367, 0.960, -0.155], [-0.463, -2.148, 0.635]]
}